(1)
25
Properties=species:S:1:pos:R:3:forces:R:3 method="wB97M-V/def2-TZVPD" orbital_gap_ev="4.12 / 5.89" s_squared=2.041 largest_force_ev_per_a=6.05 total_charge=-1 spin_multiplicity=3 total_energy_ha=-1065.608973
C 1.57951 2.79564 0.15181 -0.446 1.292 0.844
C 0.18738 3.18018 -0.11338 0.136 3.774 -0.267
C 1.79837 1.48060 0.29699 5.893 0.661 1.212
C -0.79828 2.21012 -0.16916 -2.072 1.219 0.444
C 0.87500 0.52333 0.06835 0.711 -4.861 -0.288
C 0.96846 -0.91933 0.02600 1.889 1.907 0.456
C -0.46548 0.90336 -0.06540 -0.729 1.724 -0.684
C -0.25483 -1.45304 -0.09296 -2.505 0.700 -0.672
C 2.28568 -1.67345 0.03895 1.066 3.476 -1.092
C -0.83450 -2.83709 -0.32035 -0.194 3.752 -2.094
N -1.23125 -0.12715 -0.27984 -0.728 -4.621 0.389
O -3.33940 1.16131 -0.19046 -0.623 -0.561 -0.047
O -3.46898 -1.33251 -0.51919 1.167 2.625 1.091
O -2.85370 -0.38472 1.66161 0.140 0.304 -0.608
S -2.89294 -0.14867 0.22534 -1.114 -2.795 -0.573
H 2.37999 3.56099 0.43767 -1.269 -1.161 -0.675
H -0.07829 4.32831 -0.15454 0.516 -2.555 0.073
H 2.84838 1.13191 0.60691 -1.483 0.563 -0.503
H -1.90176 2.33478 -0.19062 1.283 0.870 -0.267
H 2.15534 -2.62848 -0.32782 -0.190 -2.177 -0.727
H 2.81852 -1.70167 0.98305 -0.202 0.005 0.376
H 3.02167 -1.10761 -0.68975 -1.331 -1.128 1.258
H -0.47602 -3.46479 0.40760 -0.368 -1.626 2.343
H -0.45154 -3.28904 -1.21428 0.528 -0.006 -1.052
H -1.87133 -2.54296 -0.57653 -0.076 -1.380 1.064

=====

(2)
21
Properties=species:S:1:pos:R:3:forces:R:3 method="wB97M-V/def2-TZVPD" orbital_gap_ev=9.76 largest_force_ev_per_a=4.56 total_energy_ha=-462.109742
C 2.76140 -1.21245 0.79700 -0.418 0.053 2.795
O 2.06754 -0.92395 -0.35570 -2.403 2.595 -1.022
C 1.11634 0.35708 -0.34001 1.732 -1.319 -1.256
C -0.31897 0.05924 -0.21050 -1.972 -1.771 1.313
C -1.03972 -1.14551 -0.45527 0.832 -1.487 -1.697
C -2.43806 -1.27070 -0.41171 0.898 -1.162 0.889
C -3.15699 -0.19126 -0.00883 -1.924 2.122 -0.315
C -2.49681 1.00830 0.27051 -0.532 -1.242 1.674
C -1.13770 1.05028 0.34023 2.066 3.176 -0.840
C 1.46856 1.39139 -1.37315 0.434 -0.748 4.480
C 1.67307 1.73320 -0.11717 0.903 -1.449 -0.195
H 3.71898 -1.66385 0.52888 -0.155 -0.204 -0.021
H 2.18276 -1.94632 1.55537 1.127 1.558 -1.609
H 3.02481 -0.26156 1.36504 -0.317 -1.024 -0.363
H -0.68026 -2.14029 -0.88602 0.807 1.814 0.868
H -2.79379 -2.32443 -0.48177 -0.215 1.222 -0.337
H -4.25420 -0.01063 0.04456 0.715 -1.256 -0.070
H -3.07956 1.71646 0.83087 -0.116 0.763 -0.431
H -0.63699 2.08587 0.59053 -1.006 -2.221 -0.184
H 1.73916 1.45483 -2.34612 0.405 0.538 -2.779
H 2.28044 2.23431 0.66326 -0.861 0.042 -0.899